No. 1
{
  "formula": "C13H17N3OS",
  "method": "wB97M-V/def2-TZVPD",
  "elements": ["S", "H", "C", "C", "H", "C", "C", "H", "H", "H", "H", "C", "C", "N", "H", "N", "C", "H", "H", "C", "H", "H", "C", "H", "H", "H", "C", "H", "C", "C", "N", "H", "O", "H", "C"],
  "coordinates": [[4.110617, -0.148691, 0.876446], [3.068885, 1.659911, 2.181493], [-4.000480, -1.343018, -0.841963], [-0.127277, -0.566479, -0.196020], [-4.282960, -2.834926, 0.448668], [4.363480, 0.901155, -0.378643], [0.662844, 1.605639, 0.895953], [-4.158342, -0.582544, 1.739487], [-2.449622, -0.473390, 1.319716], [-3.096991, -1.847376, 2.475682], [-2.608468, -2.759351, 0.208214], [5.108435, 1.833983, -1.980571], [2.740802, 0.487779, 1.979845], [4.010307, 2.276937, -1.921794], [2.726914, -0.201337, 2.718358], [3.562248, 1.856920, -0.623012], [-0.895017, 0.459090, -0.395386], [-1.980303, -1.337308, -2.077308], [5.782675, 2.143505, -2.761593], [-2.732488, -0.664155, -1.718781], [-0.933279, 2.341751, 0.119722], [0.999759, 2.516653, 1.165474], [-3.660207, -2.094156, 0.326464], [-0.545859, -1.777928, -0.543957], [2.563229, 1.962861, -0.284080], [-4.447017, -1.812967, -1.623033], [1.545704, 0.372642, 1.093717], [-4.489407, -0.295300, -0.618432], [-0.388855, 1.501712, 0.407852], [-3.353386, -1.143792, 1.615648], [5.320117, 0.660758, -1.106248], [1.680739, -1.916892, 0.726591], [-2.106824, 0.405584, -1.252751], [-3.056526, -0.342914, -2.497799], [1.066551, -0.844356, 0.522040]],
  "atomic_forces_ev_per_a": [[0.4695, -2.8570, 3.6314], [-1.1951, -3.2255, 0.2327], [3.3054, 6.5583, -1.4495], [0.1594, -11.1112, -1.5568], [-3.8172, -3.6408, 1.5086], [-1.9138, -2.7382, 4.7248], [15.5910, -4.3265, 7.0079], [-3.5387, 2.5548, 1.1223], [-1.5802, -1.2681, 0.8080], [-0.3612, 1.3627, -0.9001], [-2.4142, 1.7848, -0.1376], [7.0150, -5.7689, -1.6898], [1.7599, 4.6273, -4.7374], [-7.6498, 5.8842, 2.2085], [0.1523, -1.5818, 2.8773], [-3.9062, 3.2968, -2.7008], [-2.3627, -0.9842, -0.5740], [0.3503, -1.5840, 0.2413], [0.2667, -0.4434, -0.1290], [2.0712, -6.8290, 8.3683], [-1.0709, 2.1985, 0.4678], [1.3881, 2.7527, 1.4937], [7.2753, 1.6402, 2.1839], [0.8684, 3.8320, 0.3528], [1.8868, -0.3060, -1.0727], [-1.9806, -1.6641, -1.8776], [-2.3827, 0.3609, -0.0260], [0.0945, -2.2390, -0.1548], [-16.3376, 0.5260, -10.0553], [4.5806, -4.0138, -2.2607], [4.4886, 2.5914, -4.0695], [-2.2381, 3.2027, -0.9816], [4.0511, 5.5764, 4.5273], [-4.9804, 3.6095, -9.3595], [1.9551, 2.2221, 1.9760]],
  "lumo_ha": 0.017,
  "homo_ha": -0.3089,
  "fmax_ev_per_a": 19.2,
  "relative_energy_ev": 12.769,
  "energy_ev": -31098.583
}


No. 2
{
  "formula": "C13H17N5O3",
  "method": "wB97M-V/def2-TZVPD",
  "elements": ["H", "C", "O", "C", "N", "H", "H", "N", "H", "H", "H", "C", "C", "H", "H", "C", "C", "H", "H", "C", "C", "C", "N", "C", "C", "O", "C", "H", "H", "H", "H", "H", "H", "N", "H", "C", "N", "O"],
  "coordinates": [[-0.566172, -2.363959, 3.777753], [-1.702570, -2.586087, 1.960972], [-0.200361, 2.083454, -2.388025], [-0.416818, -0.506693, 2.739109], [1.367566, 0.745358, 2.170883], [-2.056212, -1.412884, 3.740336], [-2.806981, 1.081845, 3.427595], [-1.208714, 3.720831, -1.175673], [-2.345522, 2.262839, 2.174483], [2.322828, 1.015889, 1.947577], [2.802584, -1.374268, 3.230906], [-0.731044, 3.697376, 1.179197], [1.998238, -1.573453, 2.507153], [-2.396358, -2.018265, 1.329167], [-2.900257, 0.637363, 1.694739], [0.271406, 1.701988, 2.246076], [-1.295014, 4.305019, 0.001559], [0.741355, 0.413399, -1.531335], [1.831790, 1.669928, -2.154056], [0.890314, 1.143098, -2.332818], [0.999800, -0.482542, 2.503707], [-0.909477, 0.753228, 2.457847], [-0.725759, 4.658176, 2.154801], [-0.434017, 2.607352, -1.173266], [-2.311681, 1.194402, 2.441634], [-0.345582, 4.749893, 3.307988], [0.293700, 2.618801, 1.100687], [-0.865152, -2.933869, 1.338195], [1.516230, -2.522600, 2.767374], [1.304006, 3.134435, 1.159079], [2.466350, -1.652466, 1.509100], [0.370348, 2.334121, 3.152978], [-2.225422, -3.458894, 2.366381], [0.155024, 1.961379, -0.176286], [0.917050, 0.668246, -3.305310], [-1.197707, -1.732997, 3.132590], [-1.796431, 5.576330, 0.259028], [-1.462518, 5.815538, 1.572525]],
  "atomic_forces_ev_per_a": [[-0.2083, 0.2171, -0.0675], [0.1113, 0.0763, 0.0012], [0.3553, -0.5116, 0.2282], [-0.4442, 0.4340, -0.4143], [0.1838, -0.4640, 0.7751], [0.2419, -0.0954, -0.0894], [0.3025, -0.0958, -0.4490], [0.5351, -1.1629, -1.4801], [-0.1918, -0.4595, 0.0803], [-0.3951, -0.0821, 0.0314], [-0.2843, -0.0172, -0.1600], [0.4666, 3.2458, 2.0795], [0.1323, -0.5457, 0.0413], [0.1821, -0.1590, 0.0920], [0.2551, 0.1121, 0.2577], [-0.6000, -1.7898, 1.0036], [-0.6918, 2.2135, 1.2287], [0.0492, 0.0838, -0.4504], [-0.1001, -0.0311, 0.0195], [-0.2350, -0.1727, -0.5134], [0.1716, 1.5867, -0.6412], [1.4265, -0.5422, 0.4696], [-1.6310, -0.1235, -3.0633], [-0.3099, 0.7204, 1.1706], [-0.6846, 0.6870, 0.1584], [0.2690, -0.2581, 0.1133], [-0.2533, 1.5984, -2.1111], [-0.2781, 0.0811, 0.1173], [0.2536, 0.1856, -0.1371], [-0.5351, -0.3154, 0.0451], [-0.2773, -0.0210, 0.4041], [-0.0158, -0.3601, -0.0500], [0.0595, 0.1128, -0.2139], [0.0797, 0.2860, 0.5036], [-0.0353, -0.0386, -0.2231], [0.0267, 0.0324, 0.1359], [1.5273, -3.3519, -0.2372], [0.5418, -1.0755, 1.3447]],
  "lumo_ha": -0.052,
  "homo_ha": -0.2531,
  "fmax_ev_per_a": 3.9,
  "relative_energy_ev": 3.070,
  "energy_ev": -27343.366
}


No. 3
{
  "formula": "C13H17N6NiOS",
  "method": "wB97M-V/def2-TZVPD",
  "elements": ["C", "H", "H", "C", "C", "H", "C", "C", "H", "H", "H", "H", "H", "C", "Ni", "C", "N", "H", "C", "H", "N", "H", "H", "H", "N", "C", "N", "C", "C", "C", "H", "H", "N", "H", "H", "C", "N", "S", "O"],
  "coordinates": [[-0.831627, 1.317837, 6.678638], [1.578146, 4.255733, -1.113545], [1.116506, -1.561479, 5.142039], [1.005139, -0.591035, 5.623166], [0.072367, -4.240189, 0.478379], [1.992511, -0.146870, 5.774355], [1.878170, -3.596960, -0.957836], [-0.178414, 1.586498, 5.333722], [-0.862678, 2.090230, 4.653195], [1.357356, -5.632425, -0.525666], [2.804962, 3.490248, -2.077033], [-1.782300, 0.789314, 6.534466], [-0.986075, -2.561159, 1.333266], [3.348629, -1.304264, -2.316544], [0.437965, -0.000279, 0.374854], [1.645719, 2.223177, -0.999808], [0.114547, -0.069231, 2.323870], [0.897126, -1.257987, 7.665933], [0.174133, 0.106733, 3.464812], [3.022670, -1.937480, -3.143427], [1.774438, 0.019695, -0.971144], [3.661969, -0.341095, -2.704703], [4.201374, -1.791327, -1.839264], [-1.024539, 2.256418, 7.194331], [2.289062, 1.168348, -1.454656], [-0.185095, -2.894552, 0.686618], [0.540161, -1.943218, 0.109437], [1.125272, -4.591200, -0.347920], [0.278803, -0.716441, 6.952565], [1.554624, -2.273997, -0.717653], [-0.663550, -1.261369, 6.813052], [2.695425, -3.844182, -1.619449], [2.061526, 3.425088, -1.402286], [-0.540402, -4.987357, 0.960734], [0.716475, 2.200007, 5.465654], [2.239720, -1.124613, -1.341319], [0.210595, 0.289269, 4.749721], [0.270319, 2.156855, 0.082857], [0.027786, 0.558521, 7.504493]],
  "atomic_forces_ev_per_a": [[-0.0090, 0.0162, -0.0313], [0.0094, -0.0011, -0.0014], [-0.0034, 0.0020, 0.0060], [0.0080, -0.0241, 0.0481], [-0.0198, 0.0103, -0.0094], [-0.0050, -0.0069, -0.0063], [-0.0197, 0.0250, -0.0507], [-0.0066, 0.0346, 0.0436], [-0.0034, -0.0068, 0.0059], [0.0059, -0.0034, 0.0022], [0.0027, -0.0006, 0.0118], [0.0060, 0.0059, -0.0002], [0.0185, 0.0008, 0.0179], [0.0331, -0.0051, 0.0312], [0.5325, -0.2579, 0.4264], [-0.1266, -0.2771, -0.0112], [-0.4473, 0.1050, -0.2999], [0.0012, -0.0015, -0.0097], [0.0328, -0.0599, -0.2131], [-0.0014, -0.0033, -0.0069], [-0.5006, -0.0914, -0.1295], [0.0003, -0.0035, 0.0054], [0.0094, -0.0045, -0.0038], [0.0030, -0.0002, -0.0077], [0.0822, 0.2399, -0.1195], [0.0211, -0.0310, 0.0255], [0.2027, 0.1607, 0.1431], [-0.0051, -0.0019, -0.0008], [0.0117, -0.0208, -0.0258], [-0.1007, 0.0829, -0.0879], [0.0070, 0.0050, 0.0002], [0.0085, -0.0024, 0.0056], [0.0154, 0.0925, -0.0442], [-0.0052, 0.0022, -0.0042], [-0.0077, -0.0008, -0.0088], [0.0357, 0.0156, 0.0563], [-0.0330, 0.0205, 0.1232], [0.2389, -0.0199, 0.1071], [0.0089, 0.0049, 0.0127]],
  "lumo_ha": [-0.135, -0.133],
  "homo_ha": [-0.4093, -0.4088],
  "fmax_ev_per_a": 0.7,
  "charge": 1,
  "relative_energy_ev": 0.343,
  "energy_ev": -76618.092
}


No. 4
{
  "formula": "C13H17NP",
  "method": "wB97M-V/def2-TZVPD",
  "elements": ["H", "C", "H", "N", "H", "C", "C", "C", "H", "C", "H", "C", "H", "H", "C", "H", "H", "H", "C", "H", "C", "H", "C", "C", "H", "P", "C", "H", "H", "H", "C", "H"],
  "coordinates": [[-2.561106, -0.067707, 0.141401], [-1.538972, 0.525360, -1.849006], [-1.060875, 3.422196, 1.433090], [-1.203734, -0.817619, 2.938647], [3.333048, 3.426735, -0.946435], [1.933401, -0.175252, -0.204033], [1.199786, 0.996877, -0.025587], [1.705636, 2.216972, -0.092147], [-0.161884, -3.996404, 0.484765], [-1.604908, -0.037229, -0.334317], [-1.992688, -4.321725, 0.709002], [3.655830, 1.281345, -1.154515], [1.315859, 3.033699, 0.371835], [1.545145, -1.194390, -0.093249], [-1.692200, -1.741222, 2.273304], [3.832583, -0.849123, -1.110271], [-2.352750, 2.481467, 0.760396], [-0.905024, -4.149585, 2.082885], [3.150548, 0.000431, -0.889832], [-1.158562, 2.890042, -0.317908], [-1.291847, 2.640861, 0.738081], [4.583432, 1.413988, -1.619364], [-1.140131, -1.522930, -0.224986], [-1.360540, -2.265508, 0.888542], [-2.184495, -2.569240, 2.858282], [-0.511940, 0.923794, 0.702687], [2.940464, 2.399214, -0.769305], [-1.901561, 1.601814, -1.993274], [-0.831964, -2.026218, -1.124721], [-2.107690, -0.220731, -2.433621], [-1.089732, -3.731378, 1.081064], [-0.543128, 0.431469, -2.281409]],
  "atomic_forces_ev_per_a": [[-0.9298, 0.6811, -0.0738], [-0.9194, -0.3696, 0.6746], [0.7300, 0.0599, 0.3156], [-0.0475, 0.9681, -0.9487], [-0.3173, -0.9947, 0.2956], [1.0529, -0.3435, -2.4561], [-3.0835, -2.8601, 2.4847], [3.8241, 1.2142, -2.3195], [-1.2833, -0.0074, 0.4344], [1.6708, -0.7999, -1.5134], [1.2396, 0.5990, 0.1830], [-1.6146, 0.0157, 0.5059], [-1.5932, 2.1994, 0.8423], [0.0236, 0.6316, 0.3028], [-0.0325, -1.1568, 0.1085], [-0.8785, 0.4992, 0.1318], [-0.6674, -0.3755, 0.4618], [-0.0714, 0.9174, -0.1078], [0.6007, -0.6982, 0.9099], [0.4068, 0.7019, 0.1291], [0.1067, -1.6797, -1.3041], [1.2227, -0.0218, -0.6886], [-1.2037, -0.2091, 1.2174], [0.8408, 1.0027, 0.4392], [-0.1084, 0.9298, -0.0944], [0.5336, 1.1170, 1.0072], [-0.2713, 0.5839, 0.4969], [0.2697, -1.7726, 0.3101], [0.2244, -0.0466, -0.2675], [-0.2616, 0.7726, 0.1084], [0.2748, -1.7534, -2.0620], [0.2623, 0.1954, 0.4767]],
  "lumo_ha": [-0.213, -0.152],
  "homo_ha": [-0.4772, -0.4615],
  "fmax_ev_per_a": 4.9,
  "charge": 1,
  "relative_energy_ev": 2.874,
  "energy_ev": -24524.576
}